1.
100
Properties=species:S:1:pos:R:3:mulliken_charge:R:1 method="wB97M-V/def2-TZVPD" homo_lumo_gap_ev=4.34 total_energy_ha=-2564.05677 multiplicity=1 charge=-2 lumo_energy_ev=3.75 e_homo_ev=-0.60 e_above_lowest_ev=0.000 fmax_ev_per_a=1.9
Sr -0.57 -0.15 0.75 0.1992
Si -0.72 -0.87 -2.92 0.1230
Si -1.05 -2.29 2.68 -0.1819
N 0.56 2.27 3.52 0.8192
N 3.38 -3.50 -3.31 0.0346
N 4.57 -1.65 -3.20 -0.7104
N -3.27 1.75 -1.36 -0.9103
N -1.43 3.05 4.41 0.5615
N -0.71 -2.69 1.13 0.4470
N -0.61 -1.68 -1.41 1.1553
N -1.34 2.39 2.15 0.9014
C 0.23 -1.63 -4.41 -1.3064
C 1.66 2.05 2.61 -0.0418
C -2.08 -5.60 -0.74 -0.5225
C -0.69 0.76 6.09 -0.8146
C -1.16 -3.49 0.11 0.0486
C -0.70 4.58 6.15 -0.6479
C -2.45 -0.71 -3.65 -1.1637
C 2.91 2.34 3.17 1.0684
C -1.46 -3.51 4.08 -1.4376
C -5.22 3.88 1.55 -0.6796
C -3.74 2.40 2.73 0.4043
C -1.93 -5.14 -2.04 -1.0574
C 0.48 -1.25 3.20 -1.0256
C -1.05 -2.97 -1.24 -0.2928
C -4.14 4.35 0.82 -0.7895
C 3.07 2.82 4.60 -1.4927
C -0.15 4.84 7.39 -0.6476
C 0.12 0.82 -2.73 -0.7712
C 2.65 1.45 0.58 -0.6696
C -0.75 2.54 3.29 -0.4966
C -1.68 -4.77 0.31 -0.5001
C -0.85 3.27 5.68 -0.2884
C 4.04 2.18 2.39 -0.8919
C 1.45 1.56 1.31 0.5749
C -2.55 -1.03 2.66 -1.3167
C -0.45 2.20 6.48 1.3713
C -2.46 1.18 -0.74 0.2087
C 3.92 1.74 1.08 -1.1936
C 5.07 -2.47 -4.18 -0.4384
C -2.86 3.87 1.03 0.7638
C 4.35 -3.62 -4.27 -0.3733
C -2.65 2.89 2.01 -0.8182
C -5.02 2.89 2.51 -0.8592
C 0.14 2.48 7.71 -0.6303
C 2.64 -1.87 -1.59 0.2417
C -1.69 4.37 0.22 -1.1543
C -1.43 -3.85 -2.27 -0.3947
C 3.54 -2.29 -2.69 0.2405
C 0.29 3.78 8.17 -0.6361
H -2.23 3.62 4.17 0.4199
H -5.86 2.49 3.06 0.3793
H -1.41 0.31 6.77 0.4799
H 0.86 2.56 4.44 -0.4691
H -0.92 -4.45 3.95 0.3042
H 0.46 1.65 8.33 0.3968
H 0.28 -0.19 3.36 0.1727
H -3.24 -1.24 3.49 0.4743
H -1.77 -5.12 1.34 0.2060
H -2.05 4.96 -0.62 0.4287
H -1.09 0.67 5.08 -0.3885
H -1.19 -3.10 5.06 0.3558
H -4.30 5.09 0.04 0.3218
H 0.23 0.19 6.13 0.2980
H -1.02 4.98 0.83 0.3039
H -0.29 -2.49 -4.84 0.3976
H 1.28 -1.32 2.46 0.4825
H 2.67 2.11 5.33 0.2750
H 2.56 3.78 4.78 0.2971
H -2.48 -6.59 -0.54 0.3431
H -2.89 -1.71 -3.76 0.3043
H -0.04 5.86 7.73 0.3792
H 4.12 2.97 4.83 0.3623
H 5.02 2.40 2.81 0.2465
H 0.90 -1.62 4.15 0.4104
H -2.27 0.02 2.79 0.3922
H -0.53 1.61 -3.11 0.3799
H -1.12 3.52 -0.16 0.0163
H -6.22 4.25 1.35 0.3605
H 0.75 3.96 9.14 0.3976
H -1.01 5.40 5.50 0.4461
H -1.35 -3.52 -3.29 0.0531
H 2.61 1.11 -0.45 0.3491
H 0.33 1.08 -1.69 -0.0656
H 0.30 -0.86 -5.19 0.3775
H 4.41 -4.48 -4.92 0.3751
H -2.40 -0.25 -4.64 0.3082
H -3.13 -1.09 1.73 0.5202
H 4.80 1.62 0.45 0.4191
H -2.53 -3.73 4.09 0.3627
H -2.23 -5.76 -2.88 0.3582
H -3.59 1.62 3.46 0.3419
H 5.93 -2.18 -4.77 0.4065
H 2.60 -4.11 -3.15 0.2479
H 1.25 -1.93 -4.17 0.2260
H -3.10 -0.11 -3.01 0.2596
H 3.00 -2.29 -0.64 0.4932
H 1.07 0.84 -3.28 0.4100
H 1.61 -2.21 -1.73 -0.4365
H 2.60 -0.80 -1.46 -0.1889

=====

2.
111
Properties=species:S:1:pos:R:3:mulliken_charge:R:1 method="wB97M-V/def2-TZVPD" homo_lumo_gap_ev=8.23 total_energy_ha=-8019.74468 multiplicity=1 smiles="CCCC1=C(CCCBr)C(=O)c2c(ccc(CCCBr)c2O)C1=O.C[C@@H]1COC(=O)O1.C[C@@H]1COC(=O)O1.C[C@@H]1COC(=O)O1.C[C@@H]1COC(=O)O1.C[C@@H]1COC(=O)O1" lumo_energy_ev=-0.39 e_homo_ev=-8.61 fmax_ev_per_a=0.9
Br 2.24 -1.81 -5.38 -0.1842
Br 1.59 0.67 4.23 -0.2055
O 3.65 -5.25 9.12 -0.3716
O 4.46 0.18 0.46 -0.5993
O 2.58 -4.13 10.72 -0.3241
O -1.07 -0.23 -1.64 -0.5643
O -2.44 4.30 -4.35 -0.5473
O -0.40 2.33 10.97 -0.5385
O -0.10 0.93 -3.30 -0.1354
O 4.81 -4.45 10.89 -0.5299
O -0.33 -3.05 -0.69 -0.6970
O 1.05 0.79 10.18 -0.3459
O 0.44 2.49 8.88 -0.3287
O -0.07 -1.15 1.46 -0.6731
O -4.82 -1.58 -6.86 -0.4966
O -2.50 3.61 -2.21 -0.1343
O -3.82 -0.39 -8.50 -0.2548
O -3.45 5.54 -2.76 -0.3574
O -2.19 0.22 -3.53 -0.4370
O -5.93 -1.07 -8.75 -0.3653
C 1.66 -4.28 9.63 -0.2573
C 0.92 -2.60 -0.95 0.2752
C 3.56 -1.75 -1.50 -1.4227
C -0.45 1.12 -4.69 -0.4373
C 1.48 -1.49 -0.30 1.2644
C 0.79 -2.87 -4.61 -0.1499
C -5.68 -0.13 -9.81 0.5131
C 0.74 -0.67 0.69 -0.3550
C -2.76 4.47 -3.21 0.5024
C -2.65 0.68 -5.89 -1.7031
C 1.07 0.78 0.71 1.3759
C -4.17 -0.16 -9.87 -0.5150
C -2.80 4.27 -0.96 0.4253
C 2.69 2.65 0.35 -0.5092
C 1.16 -4.48 -2.66 -1.2324
C 0.29 1.91 10.10 0.6473
C 2.32 1.19 0.41 1.3323
C 2.77 -1.07 -0.58 0.9600
C 0.62 2.17 3.46 -0.8064
C 3.31 0.12 0.13 -0.5795
C -4.85 -1.06 -7.93 0.6333
C 2.25 -5.45 8.88 0.5164
C -3.23 3.28 0.09 -1.1315
C -6.38 -0.54 -11.08 -1.4565
C -0.08 1.68 1.04 -0.9162
C -1.96 1.14 -4.63 1.5567
C 1.53 1.84 8.22 -0.1088
C -0.47 1.69 2.52 -1.0700
C -3.87 5.24 -1.42 -0.5637
C 4.06 3.00 -0.27 -0.3956
C 1.70 -3.28 -1.90 0.1166
C 3.96 4.06 -1.39 -1.1918
C 1.95 -5.48 7.40 -1.3906
C 3.00 -2.84 -2.16 -0.4351
C 1.51 0.47 8.85 0.5297
C 1.20 -4.29 -4.20 -0.6735
C 3.79 -4.60 10.30 0.6729
C -1.12 0.27 -2.72 0.6525
C 2.84 -0.24 8.89 -1.3584
H -0.07 0.27 -5.25 0.1072
H 2.63 3.11 1.33 -0.0336
H 2.79 -1.11 9.55 0.2628
H -0.93 1.29 0.49 -0.5345
H 0.06 -2.93 -5.41 0.5411
H -3.91 6.15 -0.82 0.3274
H 4.56 -1.41 -1.72 0.5346
H 2.45 2.39 8.44 0.3250
H -4.86 4.79 -1.46 0.3282
H 4.68 3.42 0.51 0.3782
H 0.76 -0.17 8.38 0.1889
H 1.31 2.85 2.97 0.2296
H 0.13 -4.66 -2.36 0.3468
H 1.37 1.81 7.14 -0.0701
H 4.59 4.92 -1.20 0.2854
H -5.97 -1.47 -11.47 0.3483
H 1.93 3.13 -0.27 0.1239
H 0.34 -2.31 -3.81 -0.2364
H 1.96 -6.39 9.34 0.2346
H 0.51 -4.98 -4.67 0.4336
H 1.67 -3.35 9.05 0.0798
H 0.17 2.68 4.30 0.6129
H 4.57 2.14 -0.68 0.2901
H -3.35 3.77 1.05 0.4023
H -3.73 0.77 -10.22 0.3175
H 0.66 -4.46 10.00 0.3371
H -7.44 -0.70 -10.89 0.3626
H 2.15 -4.51 6.94 0.3207
H -2.32 2.13 -4.33 -0.5074
H -3.79 -0.99 -10.47 0.2839
H -3.71 0.51 -5.70 0.3330
H -2.55 1.44 -6.67 0.4208
H -2.24 -0.25 -6.25 0.3895
H 2.58 -6.21 6.90 0.3576
H 3.13 -0.57 7.89 0.3540
H 2.20 -4.48 -4.55 0.3484
H -1.29 2.40 2.63 0.3927
H -6.04 0.85 -9.48 0.2682
H 0.90 -5.74 7.23 0.3750
H 2.94 4.37 -1.59 0.3415
H 4.32 3.63 -2.33 0.3155
H -0.02 2.04 -5.07 0.3315
H 3.60 -3.35 -2.90 0.4592
H -6.28 0.23 -11.84 0.3770
H 1.77 -5.34 -2.39 0.4207
H -2.49 2.49 0.19 0.1827
H 0.07 2.69 0.67 0.6335
H -0.86 -2.32 -0.35 0.3482
H -1.90 4.80 -0.64 0.2471
H 3.63 0.41 9.27 0.4037
H -0.86 0.73 2.84 0.4402
H -4.18 2.81 -0.18 0.4148

=====

3.
131
Properties=species:S:1:pos:R:3:mulliken_charge:R:1 method="wB97M-V/def2-TZVPD" homo_lumo_gap_ev=8.27 total_energy_ha=-6039.13281 multiplicity=1 smiles="CC(C)CC[C@](Cl)(C#N)[C@](Cl)(C#N)P(C)C.CCOC(=O)C(F)(F)F.CCOC(=O)C(F)(F)F.CCOC(=O)C(F)(F)F.CCOC(=O)C(F)(F)F.CCOC(=O)C(F)(F)F.CCOC(=O)C(F)(F)F.CCOC(=O)C(F)(F)F" lumo_energy_ev=-0.07 e_homo_ev=-8.34 fmax_ev_per_a=2.6
Cl 0.91 -0.15 -0.23 -0.1116
Cl 2.32 -0.85 -2.88 -0.1216
P 2.60 2.17 -1.02 0.0140
F -3.04 5.92 5.79 -0.2498
F -3.36 -2.42 -6.36 -0.2365
F -1.38 -8.54 -0.30 -0.2712
F 9.74 -5.30 10.28 -0.2548
F -3.01 4.61 -6.89 -0.2575
F 5.00 7.74 3.07 -0.2450
F 3.59 8.41 1.56 -0.2639
F 0.72 -8.93 7.18 -0.2495
F -5.03 3.94 -6.46 -0.2545
F -4.58 6.05 -6.50 -0.2626
F 0.50 -7.99 0.62 -0.1823
F 9.37 -7.28 9.47 -0.2471
F -2.75 4.11 6.95 -0.2608
F 4.68 6.56 1.28 -0.2314
F 0.34 -8.10 -1.53 -0.2619
F -5.26 -3.44 -6.20 -0.2568
F 0.33 -7.00 8.08 -0.2719
F -3.89 -3.43 -4.52 -0.2548
F 9.73 -5.61 8.14 -0.2398
F -1.07 5.05 5.96 -0.2027
F 2.28 -7.91 8.29 -0.2137
O -3.58 4.11 3.86 -0.5156
O -5.37 5.75 -9.06 -0.5191
O -4.51 -0.32 -5.06 -0.4799
O 2.77 -6.44 6.09 -0.5233
O -1.76 2.95 4.50 -0.3316
O -4.10 3.89 -9.19 -0.2804
O 0.80 -7.14 5.23 -0.3419
O 7.14 -4.90 8.46 -0.5062
O 2.56 7.21 3.97 -0.3459
O -1.24 -5.96 -1.61 -0.3445
O -0.61 -5.55 0.52 -0.5318
O -6.20 -1.68 -4.47 -0.3246
O 7.03 -6.30 10.23 -0.3119
O 2.46 5.56 2.44 -0.4988
N -0.97 2.70 -1.12 -0.4566
N -1.29 -0.64 -3.20 -0.6313
C 4.82 -6.94 9.40 -0.9250
C 1.26 -7.74 7.45 0.8895
C 5.61 -6.07 10.35 -0.3703
C -0.29 3.39 -4.72 0.8256
C 4.08 7.34 2.19 0.8752
C 1.04 0.46 -2.90 1.4058
C 1.97 -7.34 3.10 -1.0288
C -0.23 -0.26 -2.99 -0.5406
C 1.96 5.51 5.62 -1.0672
C -0.72 -6.27 -0.43 0.3690
C -1.29 2.62 2.13 -0.6988
C 0.46 4.20 -3.65 -0.9980
C -1.82 3.45 -4.45 -1.9559
C 2.94 6.57 2.88 0.3628
C -0.58 -3.67 -2.11 -0.5861
C -5.02 -1.40 -5.00 0.3798
C -4.38 3.76 -10.60 -0.2406
C 9.15 -5.97 9.28 0.9065
C 1.73 -7.02 6.17 0.3518
C 4.04 2.08 -2.14 -1.1864
C 1.31 1.31 -4.17 -1.0476
C 0.10 1.89 -4.92 -1.1329
C -0.30 -7.75 -0.42 0.8577
C 1.09 -6.48 3.97 -0.1568
C -0.08 1.99 -1.29 -0.7295
C 7.64 -5.65 9.24 0.3358
C -4.37 -2.69 -5.53 0.8573
C -6.91 -0.57 -3.89 -0.1963
C 1.47 6.62 4.71 -0.1740
C -4.67 4.92 -8.57 0.2546
C -2.38 4.77 5.84 0.8643
C -2.66 3.92 4.59 0.3417
C -3.47 4.65 -11.41 -1.1101
C 1.10 1.17 -1.50 1.4288
C 2.17 3.87 -0.51 -0.7372
C -7.66 0.20 -4.95 -1.0683
C -1.91 2.04 3.39 -0.5035
C -1.71 -4.61 -1.76 -0.3150
C -4.31 4.88 -7.08 1.0376
H -0.79 1.29 -4.79 0.5341
H 5.37 -6.31 11.39 0.3383
H -6.22 0.07 -3.34 0.2911
H -2.24 -4.29 -0.87 0.3557
H -1.34 1.91 1.32 0.2002
H 3.76 -6.81 9.57 0.3261
H -0.16 3.90 -5.67 0.6000
H -4.21 2.72 -10.83 0.3165
H 0.12 -6.33 3.50 0.2702
H 1.82 3.81 0.52 0.1707
H 3.07 4.48 -0.49 0.4276
H 1.81 0.63 -4.85 0.6827
H 0.15 -3.61 -1.29 0.3412
H -2.13 4.44 -4.14 0.5109
H 5.04 -6.70 8.37 0.3157
H -8.26 0.99 -4.49 0.3773
H -6.98 0.66 -5.66 0.2686
H 4.35 1.06 -2.35 0.3490
H -8.33 -0.46 -5.51 0.3063
H -2.05 2.69 -3.70 0.3662
H 5.39 -5.01 10.20 0.3422
H -0.97 -2.67 -2.30 -0.0460
H 0.97 5.05 -4.11 0.3927
H -2.96 1.79 3.25 0.3742
H 1.04 7.43 5.29 0.3617
H 5.08 -7.99 9.56 0.3010
H 1.52 -8.32 2.95 0.2891
H -5.43 3.98 -10.79 0.3307
H 3.94 2.67 -3.06 0.3655
H 2.37 4.69 5.04 0.2580
H -7.60 -1.01 -3.17 0.3195
H -3.64 4.49 -12.48 0.3854
H -1.39 1.13 3.68 0.3557
H 0.70 6.27 4.02 0.2742
H 2.10 -6.86 2.13 0.2835
H -0.05 -4.02 -2.99 0.3558
H 1.17 3.64 -3.05 -0.4087
H 2.04 2.09 -3.98 0.1341
H -3.65 5.70 -11.20 0.3135
H 4.86 2.55 -1.58 0.4174
H -0.25 2.89 2.31 0.2332
H 1.38 4.38 -1.08 0.3053
H 1.14 5.13 6.23 0.3489
H -2.34 3.15 -5.36 0.3861
H -2.43 -4.64 -2.58 0.2298
H -2.42 4.44 -11.18 0.2998
H 0.34 1.79 -5.98 0.3626
H 1.53 -5.50 4.16 0.3111
H -0.26 4.64 -2.96 0.4364
H 2.75 5.88 6.28 0.3495
H -1.82 3.53 1.82 0.3553
H 2.95 -7.49 3.55 0.3905

=====

4.
99
Properties=species:S:1:pos:R:3:mulliken_charge:R:1 method="wB97M-V/def2-TZVPD" homo_lumo_gap_ev=3.38 total_energy_ha=-2686.87675 multiplicity=1 lumo_energy_ev=-1.67 e_homo_ev=-5.05 e_above_lowest_ev=0.000 fmax_ev_per_a=2.6
Pb 0.37 1.84 -1.44 1.0008
P 1.74 -0.50 -2.16 -0.0830
P -1.38 -1.05 -1.89 0.2597
O -1.01 0.66 1.80 -0.5433
N -2.88 -1.96 -1.68 0.5133
N -2.15 0.29 -2.78 0.2152
N 2.86 0.72 -2.82 0.7594
N 2.87 -1.70 -1.64 0.7379
C -1.30 -0.58 -7.80 -0.9944
C -2.16 0.49 -7.24 -0.5673
C 3.92 -3.69 -1.36 -0.7781
C -1.95 2.99 3.37 0.5126
C -3.05 2.34 -3.16 -1.1235
C -4.86 -3.08 -1.81 -0.7075
C -2.59 1.48 -2.17 -1.1503
C 4.50 -2.74 -0.44 -0.5703
C -3.45 2.74 3.14 -1.4610
C -2.37 0.41 -4.15 0.2949
C -1.37 3.60 2.06 -0.9007
C 0.78 0.52 -6.71 0.1619
C -4.40 -3.12 -0.45 -0.5657
C -1.01 2.29 -8.54 -0.9926
C -0.65 -0.64 3.73 0.0346
C -0.79 -1.99 3.03 2.0798
C -0.47 -1.84 -3.27 -1.7866
C -0.15 0.63 5.72 -1.1444
C -3.22 -2.40 -0.39 -0.3844
C -2.09 1.77 -7.63 -0.5759
C 0.86 -1.12 -3.62 0.0890
C 0.21 -0.23 -7.89 -1.1799
C 0.58 -2.70 3.02 -1.5191
C 3.78 0.47 -3.84 -0.4402
C 4.01 2.63 -3.18 -0.6757
C -0.97 0.60 3.05 0.3880
C 3.02 2.06 -2.41 -0.5935
C 3.84 -1.53 -0.63 -0.5627
C -0.13 -0.57 5.01 -0.0981
C -1.84 -2.90 3.70 -1.6424
C 0.80 1.86 -6.69 -0.2771
C -3.92 -2.35 -2.54 -0.2519
C 2.93 -3.04 -2.07 -0.3564
C 1.53 1.06 0.48 -0.6925
C -1.19 1.78 3.88 0.2134
C -0.63 1.82 5.15 -0.6650
C 0.36 2.64 -7.90 -1.0649
C -2.98 1.64 -4.39 -0.4603
C 4.50 1.63 -4.07 -0.8718
H 5.31 1.78 -4.77 0.4541
H -1.90 -3.85 3.14 0.4460
H -3.90 3.68 2.79 0.4254
H 0.38 0.29 -8.84 0.3535
H -1.62 -0.89 -8.81 0.3495
H -2.60 1.52 -1.09 1.0966
H 0.67 -0.26 -4.28 -1.0060
H -2.57 -2.14 0.43 0.2527
H -5.77 -3.53 -2.17 0.4327
H -1.85 3.75 4.15 0.4032
H -3.34 3.37 -3.03 0.4714
H 2.25 -3.39 -2.83 0.3996
H -2.96 0.15 -6.60 1.2894
H -2.06 -0.37 -4.84 0.0710
H -3.93 2.45 4.07 0.3681
H 1.36 -0.02 0.50 0.1170
H 2.62 1.24 0.75 0.3458
H 0.75 -1.18 -8.02 0.4533
H -1.64 4.68 2.01 0.4705
H 1.55 -1.76 -4.19 1.1831
H -3.36 1.98 -5.35 0.3580
H -1.78 3.09 1.18 -0.1378
H -3.92 -2.09 -3.59 0.3894
H 0.89 -2.91 4.05 0.2861
H -1.11 -1.96 -4.16 0.5067
H -1.39 3.21 -9.01 0.4489
H 0.27 -1.49 5.47 0.2283
H -0.28 3.51 2.05 0.2432
H 1.26 2.42 -5.88 0.4982
H -1.11 -1.83 1.99 -1.1696
H 1.34 -2.03 2.58 0.3414
H 5.28 -2.93 0.27 0.4614
H -1.57 -3.12 4.74 0.3261
H -2.92 2.47 -7.44 0.4350
H 0.16 0.63 6.77 0.2782
H -1.41 -1.48 -7.17 0.3195
H -0.22 -2.86 -2.93 0.4332
H -3.61 1.96 2.38 0.1929
H 0.32 3.70 -7.64 0.3824
H -2.83 -2.44 3.70 0.4022
H 2.53 2.54 -1.54 0.5573
H 4.32 3.66 -3.06 0.4683
H 0.88 1.44 1.29 0.0279
H 1.08 2.58 -8.74 0.2558
H 1.28 -0.08 -5.96 0.5249
H 3.84 -0.52 -4.30 0.4872
H -0.85 1.64 -9.42 0.4564
H 4.22 -4.72 -1.44 0.4545
H 3.96 -0.57 -0.16 0.3655
H 0.53 -3.64 2.44 0.4273
H -0.60 2.78 5.70 0.3144
H -4.87 -3.61 0.39 0.4799

=====

> Which value of multiplicity does entry 3 give?

1